No. 1
11
Properties=species:S:1:pos:R:3 method="wB97M-V/def2-TZVPD" smiles=C[C@@H]1O[C@H]1C#N energy_ev=-7764.837 orbital_gap_ha=0.4344 relative_energy_kcal_mol=39.0 homo_energy_ev=-11.0
C 1.52 -0.38 0.03
C 0.24 0.13 -0.49
O -0.18 1.45 -0.20
C -0.90 0.40 0.44
C -2.23 0.06 0.03
N -3.33 -0.20 -0.23
H 1.75 0.02 1.01
H 1.57 -1.50 0.08
H 2.30 -0.07 -0.68
H -0.03 -0.22 -1.48
H -0.71 0.32 1.49



No. 2
107
Properties=species:S:1:pos:R:3 method="wB97M-V/def2-TZVPD" energy_ev=-304745.909 orbital_gap_ha="0.3061 / 0.3027" relative_energy_kcal_mol=0.0 spin_multiplicity=3 homo_energy_ev="-8.2 / -8.2"
Ni -12.37 -10.46 17.58
O -12.82 -10.72 19.50
C -13.35 -9.50 19.92
C -13.79 -8.50 18.81
O -13.04 -8.57 17.64
H -12.57 -8.95 20.49
H -14.18 -9.68 20.62
H -13.79 -7.46 19.19
H -14.87 -8.67 18.60
C -15.34 -5.93 21.03
C -16.19 -5.01 21.92
C -16.16 -5.58 23.33
S -16.38 -7.37 23.09
O -17.80 -7.60 22.94
O -15.63 -8.16 24.04
C -15.52 -7.39 21.50
H -14.31 -5.61 21.20
H -15.54 -5.88 19.97
H -17.23 -4.97 21.57
H -15.84 -3.98 21.90
H -16.85 -5.34 24.13
H -15.14 -5.43 23.68
H -16.05 -8.12 20.90
H -14.53 -7.74 21.78
C -17.45 -11.83 18.01
C -17.33 -10.42 17.41
C -16.47 -10.54 16.13
S -15.31 -11.89 16.48
O -13.96 -11.40 16.67
O -15.49 -12.91 15.48
C -16.04 -12.37 18.09
H -18.04 -12.48 17.36
H -17.89 -11.72 19.00
H -16.88 -9.75 18.14
H -18.30 -10.02 17.12
H -15.95 -9.66 15.77
H -17.16 -10.94 15.39
H -15.43 -11.76 18.77
H -15.86 -13.42 18.31
C -13.06 -14.23 22.42
C -13.47 -12.79 22.73
C -14.68 -12.41 21.84
S -15.51 -13.96 21.42
O -15.50 -14.15 19.99
O -16.76 -14.08 22.13
C -14.33 -15.04 22.27
H -12.39 -14.63 23.18
H -12.57 -14.27 21.44
H -12.72 -12.01 22.67
H -13.89 -12.76 23.74
H -14.31 -12.03 20.88
H -15.34 -11.68 22.31
H -14.29 -15.98 21.74
H -14.84 -15.15 23.23
C -10.19 -11.07 21.01
C -10.04 -9.68 21.62
C -9.90 -8.70 20.46
S -9.32 -9.64 19.01
O -8.05 -9.13 18.53
O -10.42 -9.81 18.10
C -9.19 -11.20 19.88
H -11.24 -11.26 20.77
H -9.91 -11.89 21.68
H -9.16 -9.58 22.25
H -10.89 -9.40 22.24
H -9.29 -7.84 20.73
H -10.86 -8.28 20.15
H -8.19 -11.38 20.27
H -9.32 -12.10 19.27
C -11.60 -6.82 14.58
C -10.09 -7.04 14.55
C -9.86 -8.34 15.29
S -11.13 -9.43 14.61
O -11.63 -10.34 15.63
O -10.59 -10.04 13.42
C -12.33 -8.11 14.19
H -11.93 -5.97 13.98
H -11.93 -6.64 15.60
H -9.57 -6.23 15.06
H -9.71 -7.06 13.52
H -10.16 -8.18 16.32
H -8.89 -8.80 15.14
H -13.20 -8.31 14.81
H -12.50 -8.30 13.13
C -10.90 -5.25 19.89
C -10.91 -5.62 18.39
C -12.21 -5.09 17.83
S -12.43 -3.48 18.60
O -13.86 -3.29 18.72
O -11.60 -2.47 18.01
C -11.75 -4.00 20.19
H -9.90 -5.26 20.32
H -11.46 -6.07 20.35
H -10.71 -6.68 18.24
H -10.08 -5.10 17.90
H -13.04 -5.74 18.13
H -12.23 -5.02 16.74
H -12.57 -4.19 20.87
H -11.14 -3.18 20.57
Br -14.42 -4.78 14.80
C -15.20 -5.68 16.35
C -16.47 -6.39 15.94
Br -17.42 -6.91 17.56
H -15.36 -4.95 17.14
H -14.45 -6.42 16.63
H -16.21 -7.19 15.25
H -17.16 -5.76 15.39



No. 3
22
Properties=species:S:1:pos:R:3 method="wB97M-V/def2-TZVPD" energy_ev=-8518.886 orbital_gap_ha=0.3011 relative_energy_kcal_mol=96.7 homo_energy_ev=-7.2
C -1.60 0.52 1.44
C -0.91 1.70 -1.21
C 1.37 0.61 -1.31
C 1.54 -1.76 0.90
C -0.50 -0.08 0.60
C -0.07 0.48 -0.81
C -0.76 -0.81 -0.70
C 0.13 -1.28 1.04
H -0.77 -1.82 -1.08
H -0.43 -1.84 1.79
H -2.47 0.79 0.84
H -1.24 1.42 1.96
H -1.94 -0.19 2.20
H -0.69 1.97 -2.25
H -1.98 1.51 -1.15
H 1.53 1.56 -1.82
H 2.11 0.57 -0.51
H -0.66 2.56 -0.58
H 1.61 -0.18 -2.02
H 2.03 -1.45 -0.02
H 2.14 -1.39 1.74
H 1.58 -2.85 0.94



No. 4
24
Properties=species:S:1:pos:R:3 method="wB97M-V/def2-TZVPD" energy_ev=-12585.907 orbital_gap_ha="0.3698 / 0.1280" relative_energy_kcal_mol=53.9 spin_multiplicity=2 homo_energy_ev="-12.8 / -12.8" charge=+1
C 1.21 4.02 2.33
O 0.73 2.77 2.78
H 2.29 4.01 2.49
H 1.04 4.15 1.26
H 0.87 4.82 2.98
H 0.85 2.09 2.12
C -1.09 -0.05 -2.12
O -0.19 0.98 -1.68
H -0.51 -0.70 -2.78
H -1.43 -0.59 -1.23
H -1.85 0.48 -2.71
H -0.03 1.56 -2.43
C -0.85 -3.88 -0.67
O 0.30 -3.85 -1.50
H -0.51 -4.19 0.32
H -1.23 -2.86 -0.59
H -1.68 -4.52 -0.97
H 0.13 -4.32 -2.32
C 0.39 -0.29 1.00
O 0.51 1.07 0.80
H 0.68 -0.65 1.99
H -0.69 -0.39 0.87
H 0.80 -0.87 0.18
H 0.27 1.20 -0.12



No. 5
12
Properties=species:S:1:pos:R:3 method="wB97M-V/def2-TZVPD" smiles="[H]/P=N/[C@@H](C)C=O" energy_ev=-16031.954 orbital_gap_ha=0.3100 relative_energy_kcal_mol=51.9 homo_energy_ev=-8.6
H 2.67 1.20 -1.55
P 2.48 0.52 -0.33
N 0.96 0.78 -0.41
C -0.12 0.10 0.47
C -1.47 0.38 -0.18
C 0.19 -1.31 0.55
O 1.34 -1.61 0.71
H 0.10 0.69 1.43
H -1.45 0.33 -1.31
H -1.83 1.38 0.13
H -2.18 -0.48 0.13
H -0.69 -1.99 0.34



No. 6
4
Properties=species:S:1:pos:R:3 method="wB97M-V/def2-TZVPD" energy_ev=-14604.532 orbital_gap_ha=0.2921 relative_energy_kcal_mol=5.8 homo_energy_ev=-3.7 charge=-1
O -2.35 2.34 0.28
H -1.67 1.62 0.23
H -3.17 1.93 -0.06
Cl 0.57 -0.56 -0.07